1.
The following is a DFT calculation (wB97M-V/def2-TZVPD) of C32H32N6O5S3Tl as an isolated structure.

Output
Net charge: +1

Each line ends with the Löwdin charge.
Atoms and positions in Å:
1 Tl -0.057 1.012 -0.329  1.010
2 S 3.803 1.097 2.743  1.091
3 S -0.801 -2.030 1.257  1.087
4 S 3.486 0.707 -3.646  1.113
5 O -2.233 0.836 -0.584  -0.146
6 O -1.683 4.157 2.123  0.114
7 O -0.788 2.875 -1.975  -0.187
8 O -0.475 2.624 1.072  -0.152
9 O -3.905 1.688 0.620  0.103
10 N -0.493 -0.809 -1.957  0.062
11 N 1.994 1.259 0.958  0.014
12 N 1.182 1.754 3.101  0.126
13 N 1.853 1.138 -1.737  0.026
14 N -0.297 -0.522 1.268  -0.357
15 N 0.887 1.451 -3.852  0.141
16 C 4.238 0.768 1.106  -0.326
17 C -2.858 3.139 -0.952  -0.082
18 C 4.064 0.567 -2.027  -0.316
19 C -0.711 4.179 -1.324  -0.225
20 C -2.204 2.962 -2.321  -0.238
21 C 0.437 -3.004 2.104  -0.410
22 C -3.040 1.801 -0.221  -0.582
23 C -2.963 -0.947 2.514  -0.058
24 C 1.745 -5.004 2.200  -0.061
25 C 2.549 -2.928 -2.043  -0.067
26 C 1.636 -2.816 -4.261  -0.073
27 C 2.107 -3.227 3.791  -0.055
28 C -4.350 -2.137 4.080  -0.058
29 C 2.172 1.420 2.244  -0.667
30 C 0.550 -1.657 -2.457  -0.308
31 C -2.170 -2.081 2.409  -0.365
32 C 1.930 1.152 -3.045  -0.671
33 C 0.610 -2.002 -3.801  -0.037
34 C 1.530 -2.109 -1.581  -0.051
35 C -3.555 -3.270 3.944  -0.062
36 C -4.056 -0.984 3.369  -0.041
37 C 0.747 -4.254 1.590  -0.089
38 C 1.102 -2.479 3.200  -0.063
39 C -2.264 4.269 -3.121  -0.077
40 C 2.425 -4.487 3.293  -0.058
41 C 2.603 -3.287 -3.383  -0.080
42 C -1.826 4.110 -0.261  -0.079
43 C -2.457 -3.253 3.099  -0.073
44 C -1.333 3.624 1.097  -0.557
45 C -1.141 5.106 -2.456  -0.084
46 C 3.160 0.916 0.309  -0.330
47 C 3.077 0.835 -1.151  -0.324
48 H 0.290 4.337 -0.931  0.166
49 H 1.076 1.632 -4.823  0.112
50 H 0.847 -1.498 3.586  0.113
51 H 2.641 -2.825 4.642  0.113
52 H 3.394 -3.933 -3.742  0.109
53 H -5.210 -2.160 4.737  0.112
54 H -2.067 4.096 -4.178  0.115
55 H -2.762 -0.061 1.921  0.088
56 H -0.379 -0.077 2.180  0.023
57 H 1.499 -1.810 -0.536  0.093
58 H 5.254 0.522 0.845  0.083
59 H 1.988 -5.987 1.819  0.113
60 H -3.840 3.599 -1.016  0.162
61 H -1.115 -1.303 -1.320  0.066
62 H 0.162 2.014 -3.414  0.081
63 H -0.148 -1.639 -4.486  0.117
64 H 0.223 -4.630 0.717  0.116
65 H 1.435 2.067 4.023  0.110
66 H -1.483 6.071 -2.085  0.125
67 H 3.311 -3.276 -1.355  0.113
68 H -2.514 2.070 -2.856  0.160
69 H -1.830 -4.129 2.997  0.110
70 H -1.084 -0.446 -2.696  0.101
71 H -3.787 -4.171 4.498  0.112
72 H 5.091 0.307 -1.827  0.089
73 H -4.680 -0.105 3.464  0.120
74 H 3.213 -5.066 3.757  0.113
75 H -2.264 5.090 -0.093  0.160
76 H -3.244 4.735 -3.034  0.125
77 H 0.394 2.229 2.651  0.077
78 H -0.312 5.279 -3.141  0.118
79 H 1.674 -3.086 -5.308  0.111

2.
The following is a DFT calculation (wB97M-V/def2-TZVPD) of C32H32NO4 as an isolated structure at a distorted geometry.

Output
Net charge: +1
Energy above the lowest of the compared OMol25 structures with the same formula, charge and spin (kJ/mol): 58.9

Each line ends with the Löwdin charge.
Atoms and positions in Å:
1 O -1.757 -1.123 3.876  0.108
2 O -3.351 2.616 -2.099  0.079
3 O -0.671 0.792 3.288  -0.027
4 O -1.650 3.304 -0.804  0.012
5 N -3.895 -0.766 0.227  0.094
6 C -1.617 -0.101 -3.266  -0.044
7 C -0.103 -1.711 -2.229  -0.152
8 C 1.343 -3.506 -1.181  -0.168
9 C 2.509 -0.166 1.851  -0.026
10 C -3.707 0.350 -0.537  -0.009
11 C 1.385 1.919 1.388  -0.040
12 C -1.692 4.410 -1.743  -0.217
13 C 0.298 -2.119 -3.526  -0.009
14 C -0.348 -1.618 -4.652  -0.047
15 C 3.628 0.534 2.315  -0.065
16 C 2.620 -3.645 -0.577  -0.012
17 C 0.674 1.956 4.883  -0.059
18 C 3.497 -4.679 -0.926  -0.061
19 C -1.102 -0.717 -2.133  -0.028
20 C -1.837 1.070 0.916  -0.041
21 C -0.652 5.425 -1.362  -0.066
22 C -1.572 -0.204 3.079  -0.412
23 C -2.642 2.453 -1.117  -0.449
24 C -2.285 -0.012 1.790  -0.100
25 C 0.559 -2.251 -1.034  -0.063
26 C 3.659 1.932 2.236  -0.070
27 C 1.458 0.526 1.233  -0.209
28 C 0.474 -0.107 0.277  -0.073
29 C -2.783 1.285 -0.193  -0.099
30 C -0.334 0.873 4.673  -0.221
31 C 3.127 -5.664 -1.861  -0.056
32 C 0.946 -4.566 -2.042  -0.044
33 C 2.493 2.629 1.871  -0.064
34 C 0.503 -1.552 0.188  -0.012
35 C -1.233 -0.536 -4.534  -0.041
36 C 1.826 -5.607 -2.382  -0.064
37 C -3.207 -0.926 1.407  0.031
38 H -1.611 -0.014 -5.413  0.117
39 H 0.363 5.041 -1.508  0.081
40 H -1.264 1.108 5.206  0.138
41 H 3.811 -6.471 -2.147  0.116
42 H 0.334 2.923 4.475  0.091
43 H 2.483 -1.262 1.892  0.104
44 H -3.474 -1.790 2.015  0.156
45 H 0.045 -0.101 4.999  0.132
46 H 4.512 -4.708 -0.497  0.116
47 H 4.487 -0.041 2.691  0.117
48 H -2.327 0.721 -3.139  0.096
49 H 0.493 2.472 1.092  0.111
50 H -4.575 -1.455 -0.042  0.163
51 H 0.493 0.370 -0.750  0.158
52 H -0.783 5.747 -0.322  0.084
53 H 2.948 -2.881 0.121  0.101
54 H -1.744 2.004 1.457  0.146
55 H -0.765 6.319 -1.984  0.088
56 H 1.105 -2.847 -3.679  0.121
57 H 1.501 -6.375 -3.093  0.114
58 H 2.471 3.728 1.911  0.117
59 H -0.128 -2.035 -5.638  0.117
60 H 0.755 -2.144 1.080  0.126
61 H 0.831 2.091 5.964  0.093
62 H -2.693 4.860 -1.699  0.135
63 H -1.523 4.008 -2.755  0.136
64 H -0.056 -4.550 -2.480  0.123
65 H -1.496 -0.453 -1.148  0.084
66 H -4.318 0.417 -1.440  0.160
67 H 4.561 2.474 2.544  0.114
68 H -0.640 0.655 0.556  0.102
69 H 1.646 1.689 4.430  0.071

Number 1: LUMO level -2.62 eV, E_tot -90076.5543 eV. Number 2: LUMO level -4.89 eV, E_tot -43375.0647 eV.